DFT (ωB97M-V/def2-TZVPD) results for a 8-piece molecular cluster, C51H118N6O11 overall in a non-equilibrium geometry.

Values from the calculation:
- LUMO level (eV) = 0.65
- energy above the lowest of the compared OMol25 structures with the same formula, charge and spin (kcal/mol) = 0.0
- gap between HOMO and LUMO (Eh) = 0.322
- DFT total energy (eV) = -86255.6174
- charge = 0
- HOMO (eV) = -8.10
- SMILES string = CC1(C)CCCC(C)(C)N1O.CC1(C)CCCC(C)(C)N1O.CC1(C)CCCC(C)(C)N1O.COCCNCCOC.COCCNCCOC.COCCNCCOC.CC(C)O.CC(C)O

Last column: Mulliken charge in e.
Positions of all 186 atoms, in Å:
C -1.970141 -4.629300 -4.283260  -1.707
C -2.466406 -3.161092 -4.306826  1.813
C -3.987229 -3.123695 -4.297314  -1.970
C -1.989230 -2.300083 -3.126753  -0.191
C -0.376114 -2.135234 -3.204305  -0.160
C 0.029353 -1.407474 -4.445457  1.054
C -0.515344 -2.140983 -5.688585  2.003
C -0.410281 -1.169805 -6.927459  -2.056
C 0.288614 -3.379906 -6.055775  -1.832
N -1.933727 -2.440185 -5.519320  0.184
O -2.354432 -3.095784 -6.688290  -0.539
H -2.612348 -5.195964 -3.541811  0.440
H -2.242671 -5.135687 -5.213095  0.356
H -0.918132 -4.778266 -4.006789  0.276
H -4.379309 -3.513402 -3.366378  0.355
H -4.321873 -2.071722 -4.274751  0.434
H -4.450839 -3.534551 -5.241305  0.358
H -2.503282 -1.327335 -3.175367  0.259
H -2.225883 -2.744971 -2.186486  -0.592
H 0.024743 -1.661387 -2.308550  -0.621
H 0.056106 -3.121717 -3.145846  0.592
H 1.118212 -1.281684 -4.589835  -0.581
H -0.371882 -0.364897 -4.408724  -1.039
H -0.946350 -0.229176 -6.707314  0.244
H -0.867639 -1.708713 -7.745441  0.799
H 0.641068 -1.018278 -7.162422  0.233
H -0.164893 -3.951799 -6.875786  0.388
H 0.325140 -4.085373 -5.209650  0.306
H 1.302746 -3.129577 -6.321319  0.424
H -2.705836 -2.320767 -7.151356  0.398
C 1.365835 3.267237 -5.005035  -1.223
C 1.185738 3.623036 -3.516772  1.773
C 2.512160 3.344330 -2.778238  -1.895
C 0.966289 5.151999 -3.356981  -1.338
C -0.491437 5.556610 -3.689658  -0.620
C -1.422618 4.659446 -2.887089  -1.498
C -1.225365 3.145678 -3.235250  1.656
C -2.104092 2.294853 -2.311076  -1.530
C -1.677650 2.808944 -4.690469  -1.516
N 0.180018 2.826342 -2.895212  -0.339
O 0.436057 1.477164 -3.108985  2.538
H 0.770986 3.921325 -5.655140  0.315
H 2.356333 3.236237 -5.426979  0.497
H 1.086901 2.212673 -5.160566  -0.275
H 2.845225 2.303327 -2.940909  -0.263
H 3.249629 3.919425 -3.327221  0.513
H 2.420200 3.589468 -1.711678  0.440
H 1.071817 5.356888 -2.292090  0.391
H 1.734038 5.639603 -3.921673  0.487
H -0.703668 6.611393 -3.403000  0.453
H -0.654529 5.562307 -4.790742  0.287
H -2.424650 4.854665 -3.175854  0.409
H -1.241022 4.646213 -1.825417  0.441
H -1.759747 2.317375 -1.272570  0.033
H -2.220932 1.253878 -2.672851  -0.018
H -3.119244 2.740832 -2.350402  0.557
H -2.767243 2.831344 -4.742941  0.517
H -1.303828 1.814082 -4.954875  -0.118
H -1.291367 3.509088 -5.424615  0.365
H 0.920336 1.199073 -2.309929  -0.895
C -0.752201 3.986228 5.386370  -1.934
C -0.505502 3.038324 4.157557  1.380
C -1.662244 3.358234 3.158842  -1.713
C 0.855470 3.400321 3.455750  -0.686
C 2.124036 2.883981 4.104055  -1.007
C 1.950365 1.401410 4.356792  0.375
C 0.642408 1.056540 5.123084  1.466
C 0.397761 -0.512046 5.037203  -1.078
C 0.767284 1.556073 6.590426  -2.074
N -0.540748 1.665729 4.495843  1.628
O -1.682834 1.426262 5.278639  -0.641
H -0.697324 5.052264 5.146168  0.357
H -1.678177 3.704184 5.854912  0.374
H -0.009746 3.767620 6.102666  0.514
H -2.695512 3.296360 3.521115  0.251
H -1.641894 4.366738 2.787653  0.537
H -1.640655 2.721834 2.277165  0.095
H 0.819156 2.951752 2.466123  -0.387
H 0.765515 4.486498 3.311178  0.640
H 3.075967 3.103254 3.535335  0.085
H 2.194228 3.489453 5.012449  0.536
H 2.793086 1.008249 4.936314  0.647
H 1.978144 0.973696 3.389110  -1.406
H -0.566623 -0.813682 5.492531  0.417
H 1.205814 -1.142679 5.441176  0.442
H 0.348045 -0.718992 3.951674  -0.364
H 1.500693 2.331132 6.809787  0.331
H 1.231710 0.747184 7.127276  0.579
H -0.243667 1.837001 6.947378  0.282
H -2.368450 1.131132 4.678207  0.388
C 3.772289 -5.837733 2.279177  -0.602
O 2.730554 -5.549927 3.209311  -0.198
C 1.855330 -6.687230 3.298153  -0.722
C 0.493002 -6.322649 3.844442  -0.775
N -0.318907 -5.802092 2.682480  -0.247
C -0.347977 -4.362769 2.557559  -0.732
C -1.033150 -4.077169 1.211418  -0.164
O -2.425538 -4.325268 1.387180  -0.442
C -3.193593 -4.412606 0.225291  -0.567
H 4.442331 -5.002388 2.228967  0.013
H 3.401256 -6.190051 1.323562  0.359
H 4.396623 -6.644759 2.767173  0.327
H 2.354016 -7.416472 3.915796  0.467
H 1.741476 -7.111277 2.311944  0.383
H 0.484944 -5.621376 4.725585  0.271
H -0.063391 -7.174905 4.176952  0.531
H -1.272033 -6.183239 2.669255  0.236
H 0.719574 -4.020175 2.588400  0.342
H -0.851069 -3.878523 3.376239  0.385
H -0.534854 -4.769266 0.491786  0.434
H -0.943367 -3.033792 0.883224  -0.031
H -2.646970 -5.132172 -0.458349  0.297
H -3.167435 -3.423600 -0.339174  0.018
H -4.187556 -4.721666 0.510825  0.401
C -2.800272 -0.872652 2.798109  -0.499
O -3.346594 0.294471 3.286714  -0.344
C -4.388871 0.898553 2.576560  -0.654
C -5.348625 1.571608 3.591744  -0.754
N -6.329180 2.330007 2.807277  -0.289
C -7.180028 3.184747 3.670286  -0.572
C -8.497069 3.473915 3.038611  -0.717
O -9.149805 2.245065 2.955947  -0.318
C -10.440710 2.253657 2.331800  -0.790
H -3.585726 -1.631086 2.692291  0.598
H -1.983734 -1.293259 3.405935  -0.096
H -2.257244 -0.715562 1.785762  0.123
H -4.882646 0.101042 2.041199  0.568
H -3.965988 1.611067 1.871441  0.267
H -4.730199 2.278495 4.153173  0.300
H -5.781388 0.817504 4.273147  0.295
H -6.946374 1.723209 2.302415  0.287
H -6.666655 4.131240 3.842298  0.392
H -7.411967 2.731234 4.615849  0.315
H -8.466251 3.892422 2.076035  0.430
H -9.097605 4.154922 3.652664  0.430
H -10.298288 2.486030 1.303325  0.337
H -11.140502 2.953765 2.764241  0.298
H -10.908274 1.268785 2.350726  0.248
C 4.991971 2.879361 1.341424  -0.685
O 5.485375 1.928905 0.462565  -0.405
C 5.014994 2.187753 -0.847900  0.020
C 5.350223 0.993022 -1.778299  -0.794
N 4.732162 -0.220293 -1.338371  -0.036
C 4.740001 -1.257317 -2.364768  -1.559
C 3.854455 -1.107074 -3.571180  0.695
O 4.422250 -0.185341 -4.492642  -0.481
C 3.459843 0.015608 -5.526383  -0.566
H 3.976843 3.221762 1.167353  0.267
H 5.573870 3.843826 1.372879  0.272
H 5.027607 2.422061 2.368525  0.264
H 5.639372 2.958621 -1.293745  0.497
H 3.954906 2.367386 -0.881352  -0.268
H 6.439698 0.896133 -1.900788  0.481
H 4.801966 1.260030 -2.695034  0.398
H 5.236944 -0.551117 -0.531935  0.131
H 4.599321 -2.233595 -1.914214  0.570
H 5.766329 -1.237859 -2.786504  0.407
H 2.909762 -0.715042 -3.181426  -0.578
H 3.777902 -2.040452 -4.143230  0.559
H 3.870921 0.711021 -6.268861  0.404
H 2.527456 0.518545 -5.149738  0.039
H 3.172516 -0.930442 -5.935422  0.364
C 6.067685 -2.640280 3.093656  -1.706
C 5.108307 -1.653501 2.470701  1.735
C 4.422816 -0.701617 3.435559  -0.721
O 5.730607 -0.935074 1.427766  -0.718
H 6.842652 -2.061605 3.682849  0.336
H 6.583540 -3.149621 2.259519  0.460
H 5.578780 -3.429309 3.646259  0.314
H 4.337343 -2.246361 1.943463  -0.414
H 3.909433 0.091572 2.874582  -0.165
H 5.146989 -0.168869 4.047265  0.375
H 3.639921 -1.211880 3.995380  0.285
H 5.473643 -0.006203 1.409385  0.131
C 0.219518 0.887957 0.661645  -0.973
C 1.580305 0.168189 0.445819  2.493
C 1.453613 -1.286372 0.706396  -0.283
O 1.958284 0.310639 -0.919385  1.049
H 0.208010 1.979185 0.462662  0.211
H -0.103889 0.750924 1.686914  -0.396
H -0.577453 0.476573 0.059544  0.524
H 2.365304 0.592583 1.131298  -0.833
H 0.739274 -1.767191 0.041881  -0.433
H 1.094703 -1.433559 1.722384  -0.367
H 2.399068 -1.805233 0.632099  0.378
H 2.962888 0.255449 -1.006409  -0.920

Cartesian forces, eV/Å:
-1.497 -0.674 1.314
1.125 0.141 -0.535
-0.612 1.011 -1.473
2.454 0.337 -0.873
-1.646 0.036 1.037
-0.314 0.552 -0.938
0.546 0.950 -0.784
-0.386 -0.583 1.276
-0.089 -1.071 0.701
-0.750 0.556 1.285
-0.852 0.184 -0.572
0.805 0.611 -0.385
0.478 0.276 -0.175
-0.534 0.070 -0.205
-0.091 -0.691 -0.043
0.278 -0.165 -0.159
0.479 -0.086 1.268
0.369 -0.182 -0.055
-0.296 -0.516 0.641
-0.236 0.396 0.093
0.127 -0.548 -0.234
-0.406 -0.272 0.309
0.144 -0.777 -0.095
0.341 -0.329 -0.234
0.030 0.250 -0.486
0.014 0.296 0.005
0.074 0.395 0.096
0.277 0.364 -0.355
0.425 0.169 -0.141
-0.245 -0.684 -0.267
-0.654 -0.698 -0.645
2.093 0.554 -0.768
-0.186 -0.561 -0.881
-1.845 -1.046 0.672
0.708 0.888 -0.044
0.857 -1.968 -1.512
0.039 -0.345 -0.145
-0.945 0.193 -0.274
0.558 0.113 0.473
-1.615 1.139 0.769
0.216 -0.791 -0.060
0.057 -0.289 0.103
0.831 0.648 0.345
-0.466 0.449 0.051
-0.367 0.234 0.356
0.434 0.461 0.466
0.194 -0.030 -0.359
0.361 0.229 0.107
0.320 0.493 -0.317
0.393 -0.515 -0.054
-0.193 -0.445 0.672
-1.162 0.452 0.297
-0.096 0.826 0.506
0.051 -0.076 -0.181
0.344 0.495 0.289
0.360 -0.261 0.177
0.016 -0.115 0.016
-0.235 0.069 0.020
-0.010 0.079 -0.046
-0.097 -0.230 0.065
0.299 -0.479 -0.926
-0.319 2.626 -0.298
-0.106 -0.419 -0.278
-1.194 -0.115 -0.922
0.148 1.336 0.714
-0.356 0.631 1.156
0.050 -0.415 0.621
-0.046 0.794 -0.470
-0.056 -0.657 -0.023
0.339 -1.295 -1.162
0.204 -0.019 1.110
-0.209 -0.232 -0.183
-0.553 0.235 0.021
0.970 0.152 0.902
0.357 -0.372 0.632
0.558 0.702 -0.083
0.261 -0.282 -0.092
-0.216 0.002 -0.356
0.591 -0.204 0.068
-1.185 -0.236 0.292
0.450 -0.411 0.377
-0.163 -0.078 -0.064
-0.227 -0.980 -0.998
0.599 0.316 -0.143
-0.142 0.504 0.101
-0.106 -0.086 0.408
-0.267 0.565 -0.640
-0.419 -0.673 0.717
0.866 -0.449 0.227
-0.225 -0.429 -0.732
0.537 -1.317 2.122
-0.530 0.013 -0.808
0.564 0.647 0.741
-1.132 1.355 -1.124
0.057 -0.679 1.103
0.912 -0.061 -1.029
0.115 0.339 0.348
0.312 -0.354 0.948
2.033 0.539 -1.597
-0.015 0.689 -0.369
-0.060 0.160 -0.284
-0.418 0.351 -0.812
0.224 -0.538 0.479
-0.292 -0.190 -0.355
0.401 -0.399 -0.863
0.145 -0.892 0.278
0.576 0.337 0.264
-0.886 -0.076 -0.358
-0.511 0.457 0.460
-0.641 0.418 0.083
0.322 -0.076 -0.027
-1.094 0.341 0.369
-0.461 -0.906 0.660
-0.212 -0.061 -0.209
1.161 -0.890 -2.255
0.885 0.663 1.796
-0.302 -0.252 0.601
0.526 -0.002 -1.516
-0.154 0.724 1.169
0.886 0.353 -0.936
-1.019 -0.219 0.919
-1.471 -1.561 0.083
0.842 -0.270 0.301
0.201 -0.107 -0.198
-0.577 0.544 0.424
-1.077 -0.148 1.107
-0.586 -0.129 -0.496
-0.222 0.275 -0.132
-0.232 -0.043 0.207
0.130 0.228 -0.133
-0.199 -0.551 -0.133
0.139 0.017 0.165
0.084 -0.404 0.727
0.548 0.822 -1.580
0.167 0.166 0.219
-0.052 0.451 -1.105
-0.064 0.434 0.393
0.414 -0.100 0.390
0.654 0.993 2.353
-0.593 -0.239 -0.392
1.941 -1.699 -1.135
-1.079 1.366 0.199
-1.121 -0.314 0.178
2.150 -0.237 -0.507
0.123 0.662 0.432
-0.709 0.405 -0.268
-0.166 1.649 0.654
-0.488 -0.430 -0.351
-0.048 -0.910 -0.167
0.002 0.562 -0.818
-0.442 0.885 0.110
-0.359 0.307 0.203
-0.189 0.100 -0.301
0.959 0.041 -0.154
-0.108 -0.454 0.316
-0.206 -0.080 0.194
-0.096 -0.519 0.035
-0.493 -0.274 -0.479
-0.447 -0.232 0.602
0.136 -0.494 0.061
0.689 -0.485 0.009
-0.141 -0.659 -0.651
1.511 0.873 -0.520
-1.441 -0.335 -0.440
-0.175 0.184 -0.608
1.109 0.190 -0.344
-0.801 -0.931 -0.381
-0.002 0.243 0.349
-0.210 0.130 0.540
-0.125 0.018 0.463
0.003 -0.266 -0.103
0.072 -0.234 0.443
0.253 0.033 0.373
-0.039 0.131 0.170
0.649 0.424 0.176
-0.481 1.056 -0.337
-0.363 -0.835 0.968
1.001 0.799 -0.376
0.442 -0.563 -0.004
0.020 0.029 0.434
-0.042 -0.425 -0.527
-0.578 -0.064 -0.584
-0.038 0.121 -0.218
-0.088 -0.190 0.297
0.366 -0.097 -0.169
-0.864 -0.347 0.144